# 1
Computed, not measured: 2 unconnected molecules or ions with the total composition C4H8O2, with ωB97M-V with the def2-TZVPD basis set.

## Properties
E (eV): -8371.16970
SMILES string: C=C(C)OC=O.[H][H]
LUMO level (eV): 1.0
HOMO (eV): -9.76
Relative energy (zero: lowest compared OMol25 entry of this formula, charge and spin) (kcal per mole): 48.7

Geometry (Å):
1 C 1.233 -0.323 0.701
2 C -0.190 0.138 0.685
3 C -0.634 1.356 0.959
4 O -1.156 -0.861 0.457
5 C -1.122 -1.561 -0.688
6 O -0.349 -1.420 -1.598
7 H 1.893 0.519 0.925
8 H 1.375 -1.093 1.467
9 H 1.513 -0.746 -0.266
10 H 0.432 0.915 -2.091
11 H -1.693 1.588 0.940
12 H 0.567 1.643 -2.029
13 H 0.065 2.146 1.208
14 H -1.935 -2.300 -0.670

# 2
Computed, not measured: a molecular structure, C30H45GdNO3P2S at a distorted geometry, with ωB97M-V with the def2-TZVPD basis set.

## Properties
⟨S²⟩: 15.99
Total charge: +1
E (eV): -89712.86648
LUMO level (alpha / beta) (eV): -5.1 / -3.3
HOMO (alpha / beta) (eV): -9.45 / -9.45
Spin multiplicity: 8
Relative energy (zero: lowest compared OMol25 entry of this formula, charge and spin) (kcal per mole): 0.0

Geometry (Å):
1 Gd -1.606 -1.047 0.829
2 C -1.157 -1.897 3.342
3 C -1.647 -0.562 3.419
4 C -3.273 -1.865 2.390
5 C -2.164 -2.704 2.727
6 C -2.950 -0.528 2.814
7 C 0.121 -2.398 3.926
8 H 0.884 -1.607 3.933
9 H 0.523 -3.232 3.336
10 H -0.003 -2.751 4.963
11 C -2.137 -4.182 2.605
12 H -1.110 -4.562 2.642
13 H -2.547 -4.492 1.638
14 H -2.726 -4.689 3.389
15 C -4.516 -2.307 1.710
16 H -5.307 -2.594 2.423
17 H -4.316 -3.172 1.067
18 H -4.910 -1.509 1.069
19 C -3.756 0.696 2.538
20 H -4.553 0.824 3.284
21 H -4.233 0.644 1.545
22 H -3.120 1.594 2.556
23 C -0.947 0.598 4.045
24 H -1.550 1.005 4.868
25 H -0.766 1.419 3.332
26 H 0.021 0.289 4.458
27 C 2.326 -0.557 -0.104
28 C 2.496 -0.316 1.209
29 C 2.235 0.950 1.963
30 C 1.785 2.159 1.114
31 C 0.421 2.155 0.537
32 C 0.002 1.695 -0.663
33 C 0.733 0.853 -1.669
34 C 2.142 0.413 -1.225
35 H 3.149 1.268 2.496
36 H 2.545 2.347 0.332
37 H 1.487 0.757 2.745
38 H 2.724 1.318 -0.965
39 H 2.359 -1.598 -0.453
40 H 2.740 -1.182 1.843
41 H 2.664 0.011 -2.107
42 H 0.120 -0.036 -1.903
43 H -1.062 1.850 -0.910
44 H 0.834 1.394 -2.634
45 H 1.883 3.061 1.738
46 H -0.346 2.614 1.175
47 P 3.422 3.165 -1.456
48 C 4.655 2.172 -2.349
49 C 4.339 4.336 -0.423
50 P 0.890 4.797 -2.264
51 C 2.548 4.087 -2.744
52 C 1.504 6.446 -1.691
53 C 0.482 5.324 -3.990
54 H 4.159 1.555 -3.113
55 H 5.186 1.498 -1.660
56 H 5.373 2.847 -2.827
57 H 5.116 4.823 -1.028
58 H 4.821 3.797 0.409
59 H 3.659 5.085 0.006
60 H 1.268 5.973 -4.394
61 H -0.478 5.850 -4.008
62 H 0.400 4.427 -4.614
63 H 2.380 3.416 -3.604
64 H 3.227 4.901 -3.046
65 H 0.652 7.119 -1.541
66 H 2.176 6.894 -2.433
67 H 2.030 6.346 -0.736
68 O -2.389 -1.459 -1.257
69 C -1.932 -2.678 -1.167
70 N -0.917 -2.892 -0.284
71 S -0.006 -4.281 -0.674
72 O 0.174 -5.114 0.489
73 O 1.127 -3.855 -1.454
74 C -1.344 -4.862 -1.680
75 C -1.470 -6.151 -2.196
76 C -2.683 -6.491 -2.810
77 C -3.690 -5.521 -2.982
78 C -3.516 -4.213 -2.529
79 C -2.326 -3.902 -1.852
80 H -0.629 -6.840 -2.130
81 H -2.834 -7.507 -3.170
82 H -4.611 -5.799 -3.495
83 H -4.250 -3.420 -2.668

# 3
Computed, not measured: 2 unconnected molecules or ions with the total composition C10H20ClFN3O7P2 at a distorted geometry, with ωB97M-V with the def2-TZVPD basis set.

## Properties
Total charge: +1
E (eV): -63303.86422
LUMO level (eV): -2.8
HOMO (eV): -12.24

Geometry (Å):
1 N 1.422 2.119 0.919
2 P 1.856 0.636 1.089
3 N 0.843 -0.338 -0.012
4 C 0.659 -1.823 0.261
5 C -0.302 -2.242 -0.938
6 C -1.620 -2.743 -0.341
7 C -1.307 -3.955 0.545
8 O -0.706 -4.851 0.188
9 Cl -1.937 -4.006 2.230
10 C -0.347 -0.971 -1.891
11 C -0.624 -1.222 -3.385
12 O -0.635 -2.618 -3.710
13 O -1.660 -2.799 -4.639
14 C 1.004 -0.315 -1.488
15 P 1.554 1.251 -2.426
16 N 3.037 1.841 -1.734
17 O 2.042 0.665 -3.930
18 H 2.191 2.711 0.619
19 H 1.590 0.267 2.430
20 H 3.238 0.449 0.820
21 H -0.099 0.040 0.182
22 H 0.271 -1.958 1.275
23 H 1.641 -2.265 0.072
24 H 0.282 -2.989 -1.485
25 H -2.049 -1.935 0.267
26 H -2.344 -3.100 -1.080
27 H -1.224 -0.388 -1.559
28 H -1.622 -0.838 -3.623
29 H 0.070 -0.706 -4.061
30 H -2.390 -3.222 -4.160
31 H 1.767 -1.068 -1.768
32 H 3.626 2.209 -2.478
33 H 3.520 1.087 -1.246
34 H 2.934 0.303 -3.782
35 C -1.101 4.191 3.916
36 C -2.381 3.426 4.110
37 O -2.085 2.175 3.502
38 C -0.746 1.999 3.630
39 O -0.191 0.953 3.475
40 O -0.123 3.146 3.960
41 F -3.410 4.002 3.451
42 H -1.057 4.688 2.945
43 H -0.926 4.927 4.697
44 H -2.661 3.267 5.153

# 4
Computed, not measured: C4H12N2 in the gas phase at a distorted geometry, with ωB97M-V with the def2-TZVPD basis set.

## Properties
E (eV): -7322.31471
SMILES string: CN[C@@H](C)CN
LUMO level (eV): 1.1
HOMO (eV): -8.72
Relative energy (zero: lowest compared OMol25 entry of this formula, charge and spin) (kcal per mole): 16.5

Geometry (Å):
1 C 1.918 0.300 1.433
2 N 0.968 -0.624 0.806
3 C 0.178 1.135 -0.802
4 C -0.217 0.071 0.217
5 C -1.078 -1.010 -0.444
6 N -2.476 -0.586 -0.530
7 H 2.310 -0.093 2.375
8 H 2.783 0.490 0.801
9 H 1.410 1.229 1.698
10 H 1.410 -1.088 0.019
11 H -0.638 1.274 -1.524
12 H 1.017 0.750 -1.389
13 H 0.466 2.105 -0.394
14 H -0.752 0.458 1.077
15 H -0.659 -1.221 -1.442
16 H -0.986 -1.939 0.115
17 H -2.571 0.112 -1.256
18 H -3.084 -1.361 -0.759

# 5
Computed, not measured: 11 unconnected molecules or ions with the total composition C26H58BF4N4O14S5 at a distorted geometry, with ωB97M-V with the def2-TZVPD basis set.

## Properties
Total charge: +1
E (eV): -128246.78491
LUMO level (eV): -3.1
HOMO (eV): -10.31

Geometry (Å):
1 N -3.720 -2.543 3.814
2 H -3.296 -3.259 4.414
3 H -3.085 -2.593 2.968
4 H -3.708 -1.650 4.314
5 H -4.667 -2.915 3.786
6 N -1.391 2.693 3.926
7 H -1.207 2.097 4.753
8 H -0.926 3.586 4.057
9 H -2.398 2.711 3.780
10 H -0.999 2.207 3.103
11 N 3.479 0.551 -1.455
12 H 2.497 0.512 -1.164
13 H 3.646 1.357 -2.068
14 H 3.741 -0.278 -1.991
15 H 3.990 0.721 -0.584
16 N -1.874 -5.371 0.402
17 H -1.688 -5.927 1.236
18 H -1.030 -4.920 0.037
19 H -2.367 -4.517 0.747
20 H -2.400 -5.910 -0.275
21 C -1.519 -0.936 1.652
22 C -0.768 0.078 1.090
23 C -0.256 -0.176 -0.326
24 O 0.558 0.588 -0.914
25 C -0.514 -1.365 -1.027
26 C -1.291 -2.387 -0.456
27 C -1.909 -2.091 0.954
28 O -2.717 -2.976 1.404
29 O -1.464 -3.439 -1.130
30 O -0.482 1.127 1.713
31 H -2.067 -0.845 2.582
32 H -0.145 -1.695 -1.986
33 B -2.047 -0.030 5.898
34 F -2.928 0.034 4.775
35 F -1.208 1.091 6.134
36 F -2.817 -0.144 7.051
37 F -1.251 -1.144 5.755
38 C -3.942 -0.726 -2.546
39 C -4.805 -1.124 -1.312
40 C -5.089 -2.646 -1.444
41 S -5.830 -2.588 -3.085
42 O -7.117 -1.928 -3.183
43 O -5.786 -3.975 -3.497
44 C -4.554 -1.474 -3.753
45 H -2.901 -0.998 -2.373
46 H -3.902 0.290 -2.942
47 H -5.784 -0.713 -1.075
48 H -4.126 -0.985 -0.467
49 H -5.779 -3.013 -0.689
50 H -4.171 -3.231 -1.447
51 H -4.777 -0.935 -4.667
52 H -3.782 -2.215 -3.990
53 C 2.635 0.550 6.592
54 C 2.304 -0.356 5.441
55 C 1.558 0.411 4.338
56 S 2.295 2.057 4.381
57 O 1.375 3.125 4.110
58 O 3.507 1.945 3.597
59 C 2.571 2.036 6.241
60 H 3.655 0.360 6.927
61 H 1.985 0.279 7.426
62 H 1.870 -1.315 5.728
63 H 3.258 -0.741 5.062
64 H 0.513 0.416 4.663
65 H 1.424 0.009 3.335
66 H 1.691 2.445 6.746
67 H 3.330 2.689 6.667
68 C 2.685 4.957 2.565
69 C 1.371 4.428 1.993
70 C 1.643 3.422 0.841
71 S 3.427 3.526 0.443
72 O 3.557 3.873 -0.959
73 O 4.095 2.331 0.929
74 C 3.794 4.890 1.526
75 H 3.018 4.408 3.454
76 H 2.574 5.900 3.107
77 H 0.652 5.138 1.577
78 H 0.816 4.161 2.897
79 H 1.167 3.776 -0.079
80 H 1.199 2.425 0.760
81 H 3.568 5.753 0.885
82 H 4.845 5.039 1.754
83 C 1.510 -4.417 -4.715
84 C 3.000 -4.672 -4.692
85 C 3.673 -3.456 -5.395
86 S 2.806 -2.090 -4.662
87 O 2.470 -1.111 -5.686
88 O 3.504 -1.751 -3.428
89 C 1.291 -2.966 -4.227
90 H 0.966 -5.044 -4.008
91 H 0.912 -4.341 -5.625
92 H 3.184 -5.568 -5.283
93 H 3.345 -4.711 -3.661
94 H 3.534 -3.509 -6.474
95 H 4.741 -3.308 -5.247
96 H 0.413 -2.444 -4.598
97 H 1.195 -2.956 -3.140
98 C -0.990 2.145 -4.253
99 C -0.448 3.236 -3.290
100 C 0.834 3.803 -3.883
101 S 1.634 2.316 -4.693
102 O 2.746 1.820 -3.858
103 O 1.812 2.671 -6.080
104 C 0.189 1.249 -4.642
105 H -1.473 2.727 -5.046
106 H -1.872 1.633 -3.867
107 H -0.166 2.665 -2.396
108 H -1.123 4.028 -2.972
109 H 1.515 4.510 -3.419
110 H 0.564 4.251 -4.845
111 H 0.398 0.624 -3.770
112 H 0.026 0.749 -5.591

# 6
Computed, not measured: a gas-phase ion, C5H6N (charge +1) at a distorted geometry, with ωB97M-V with the def2-TZVPD basis set.

## Properties
Total charge: +1
E (eV): -6756.10786
LUMO level (alpha / beta) (eV): -6.2 / -5.2
HOMO (alpha / beta) (eV): -13.27 / -14.44
Relative energy (zero: lowest compared OMol25 entry of this formula, charge and spin) (kcal per mole): 209.2

Geometry (Å):
1 C -1.493 -0.548 -0.060
2 C 0.036 1.205 0.310
3 C 1.294 0.757 -0.243
4 C -1.212 0.764 -0.413
5 C -0.258 -0.232 0.769
6 N 1.032 -0.638 0.068
7 H -2.424 -0.744 0.313
8 H -1.444 -1.385 -0.790
9 H 0.070 2.262 0.670
10 H 2.026 1.057 -0.876
11 H 0.887 -1.479 -0.654
12 H 1.487 -1.019 0.905